Record 1
{"formula": "C31H101N13O16", "method": "ωB97M-V/def2-TZVPD", "species": ["C", "O", "N", "N", "H", "H", "H", "H", "C", "O", "N", "N", "H", "H", "H", "H", "C", "O", "N", "N", "H", "H", "H", "H", "C", "C", "C", "O", "C", "N", "H", "H", "H", "H", "H", "H", "H", "H", "H", "H", "H", "C", "C", "C", "O", "C", "N", "H", "H", "H", "H", "H", "H", "H", "H", "H", "H", "H", "C", "C", "C", "O", "C", "N", "H", "H", "H", "H", "H", "H", "H", "H", "H", "H", "H", "C", "C", "C", "O", "C", "N", "H", "H", "H", "H", "H", "H", "H", "H", "H", "H", "H", "C", "C", "C", "O", "C", "N", "H", "H", "H", "H", "H", "H", "H", "H", "H", "H", "H", "C", "C", "C", "O", "C", "N", "H", "H", "H", "H", "H", "H", "H", "H", "H", "H", "H", "C", "C", "C", "O", "C", "N", "H", "H", "H", "H", "H", "H", "H", "H", "H", "H", "H", "O", "H", "H", "O", "H", "H", "O", "H", "H", "O", "H", "H", "O", "H", "H", "O", "H", "H"], "xyz": [[0.261, -3.276, 2.861], [-0.620, -3.776, 2.149], [0.001, -2.605, 3.995], [1.545, -3.242, 2.437], [0.781, -2.102, 4.383], [-0.939, -2.380, 4.261], [1.632, -3.662, 1.524], [2.320, -2.979, 3.016], [-5.340, -3.027, -2.379], [-6.550, -3.173, -2.574], [-4.846, -1.875, -1.893], [-4.470, -4.080, -2.424], [-5.523, -1.159, -1.708], [-3.849, -1.800, -1.753], [-3.495, -3.862, -2.267], [-4.794, -4.900, -2.901], [-5.256, 0.174, 3.002], [-5.132, 1.359, 2.734], [-5.929, -0.724, 2.189], [-4.750, -0.435, 4.094], [-6.313, -0.439, 1.308], [-6.144, -1.656, 2.506], [-4.150, 0.139, 4.659], [-5.191, -1.256, 4.466], [1.169, 1.061, 6.896], [-0.344, 1.362, 6.842], [-1.024, 0.670, 5.650], [-0.313, 0.653, 4.425], [-0.322, 1.900, 3.727], [-0.985, 0.868, 8.059], [1.417, 0.008, 7.053], [1.703, 1.461, 7.762], [1.664, 1.407, 5.991], [-0.506, 2.444, 6.784], [-2.027, 1.093, 5.542], [-1.049, -0.395, 5.889], [-0.284, 2.715, 4.450], [-1.244, 1.882, 3.141], [0.570, 2.001, 3.109], [-0.692, 1.263, 8.945], [-1.953, 1.185, 8.060], [-2.424, -1.006, 1.301], [-1.492, -0.198, 0.423], [-0.021, -0.510, 0.738], [0.773, 0.282, -0.135], [2.149, 0.097, 0.060], [-1.822, -0.505, -0.991], [-3.447, -1.078, 0.935], [-2.488, -0.498, 2.270], [-2.036, -1.999, 1.539], [-1.554, 0.853, 0.723], [0.139, -1.545, 0.407], [0.102, -0.424, 1.820], [2.776, 0.284, -0.824], [2.411, -0.935, 0.307], [2.518, 0.906, 0.695], [-1.041, -0.106, -1.509], [-2.537, 0.184, -1.223], [7.638, 1.713, -2.585], [6.542, 1.288, -1.656], [6.423, -0.199, -1.345], [5.871, -0.785, -2.516], [5.287, -2.029, -2.260], [6.860, 1.959, -0.373], [7.439, 1.245, -3.557], [8.644, 1.332, -2.401], [7.601, 2.790, -2.741], [5.584, 1.756, -1.896], [5.732, -0.382, -0.513], [7.380, -0.702, -1.161], [4.874, -2.521, -3.137], [4.482, -2.071, -1.511], [5.993, -2.700, -1.748], [7.861, 1.891, -0.199], [6.524, 1.273, 0.304], [2.672, 3.327, -3.118], [3.870, 4.209, -2.817], [4.947, 4.139, -3.906], [5.179, 2.828, -4.421], [6.036, 2.871, -5.559], [3.459, 5.590, -2.550], [2.826, 2.308, -2.768], [2.512, 3.321, -4.201], [1.768, 3.808, -2.752], [4.266, 3.873, -1.854], [5.886, 4.563, -3.523], [4.752, 4.788, -4.769], [6.049, 1.920, -6.092], [7.081, 2.981, -5.254], [5.721, 3.652, -6.252], [4.180, 5.982, -1.960], [3.313, 6.121, -3.399], [-3.241, -0.330, -5.477], [-1.856, -0.889, -5.232], [-1.770, -2.401, -5.294], [-0.605, -2.870, -4.628], [-0.555, -4.296, -4.592], [-0.921, -0.220, -6.201], [-3.866, -0.571, -4.616], [-3.593, -0.731, -6.429], [-3.153, 0.749, -5.582], [-1.556, -0.771, -4.185], [-1.867, -2.828, -6.301], [-2.605, -2.850, -4.733], [-0.647, -4.726, -5.593], [-1.354, -4.775, -4.019], [0.419, -4.535, -4.173], [-0.834, -0.807, -7.033], [-0.053, -0.568, -5.775], [-2.062, 3.866, 0.468], [-0.731, 4.635, 0.667], [-0.518, 5.493, 1.889], [0.113, 4.766, 2.934], [0.326, 5.525, 4.107], [0.395, 3.721, 0.339], [-2.863, 4.568, 0.248], [-2.252, 3.344, 1.413], [-2.013, 3.090, -0.290], [-0.641, 5.356, -0.157], [-1.436, 6.010, 2.192], [0.146, 6.323, 1.620], [-0.628, 5.844, 4.534], [0.942, 6.388, 3.831], [0.892, 5.012, 4.884], [0.057, 2.817, 0.654], [1.145, 4.047, 0.942], [-3.917, -6.374, 2.215], [-3.681, -5.364, 1.085], [-4.299, -3.961, 1.404], [-5.654, -3.963, 1.848], [-6.492, -3.782, 0.717], [-2.252, -5.375, 0.779], [-3.476, -6.144, 3.188], [-3.288, -7.209, 1.888], [-4.924, -6.763, 2.345], [-4.345, -5.680, 0.275], [-4.206, -3.242, 0.586], [-3.707, -3.528, 2.217], [-7.511, -3.929, 1.085], [-6.414, -4.544, -0.060], [-6.435, -2.756, 0.354], [-2.047, -4.674, 0.071], [-1.815, -4.955, 1.609], [2.163, -0.425, 3.968], [1.261, -0.071, 4.126], [2.683, 0.349, 3.734], [4.122, 2.564, 1.081], [4.335, 2.647, 0.145], [4.975, 2.591, 1.525], [0.247, 1.355, -2.528], [0.751, 0.988, -3.264], [0.602, 0.901, -1.724], [0.560, -4.477, -0.817], [-0.131, -3.897, -1.193], [0.096, -5.034, -0.181], [-1.632, -3.017, -1.898], [-1.438, -2.902, -2.842], [-1.543, -2.101, -1.511], [-0.760, 3.795, -2.462], [-0.390, 3.958, -1.585], [-0.538, 2.856, -2.652]], "mulliken_charge": [0.19, -0.43, -0.23, -0.31, 0.10, 0.19, 0.24, 0.16, 0.43, -0.73, 0.03, -0.09, 0.23, -0.15, -0.06, 0.22, 0.68, -0.65, -0.33, -0.34, 0.18, 0.11, 0.16, 0.19, -1.40, 0.60, -1.02, 0.06, -0.66, -0.74, 0.36, 0.46, 0.18, 0.30, 0.32, 0.40, 0.23, 0.04, 0.19, 0.27, 0.24, -0.34, 1.43, -0.09, -0.47, -0.71, 0.21, 0.27, 0.25, -0.68, -0.60, 0.61, -0.29, 0.28, 0.17, 0.13, -0.46, 0.45, -1.68, 2.11, -0.96, -0.30, -0.73, -0.76, 0.24, 0.49, 0.40, -0.95, 0.40, 0.35, 0.29, 0.18, 0.34, 0.30, 0.30, -1.07, 1.17, -1.30, -0.16, -0.86, -0.70, 0.14, 0.33, 0.37, -0.20, 0.26, 0.64, 0.26, 0.34, 0.32, 0.27, 0.26, -1.49, 1.56, -0.79, -0.37, -0.78, -0.78, 0.28, 0.35, 0.42, -0.63, 0.52, 0.20, 0.32, 0.28, 0.28, 0.30, 0.33, -1.13, 0.49, -1.40, -0.09, -1.00, -0.11, 0.46, 0.36, 0.20, 0.50, 0.47, 0.49, 0.38, 0.40, 0.21, -0.43, 0.26, -1.72, 0.28, 0.42, -0.56, -0.68, -0.67, 0.32, 0.47, 0.34, 0.33, 0.01, 0.05, 0.40, 0.28, 0.14, 0.11, 0.56, -0.57, 0.06, 0.34, -0.58, 0.24, 0.28, 0.07, 0.21, 0.48, -0.74, 0.36, 0.35, -0.57, 0.28, 0.22, -0.84, 0.13, 0.30], "homo_lumo_gap_ha": 0.31680, "molar_mass_da": 912.22, "e_homo_ev": -8.501, "lumo_ha": 0.0044, "e_tot_ev": -85915.35483, "fmax_ev_per_a": 2.563}

=====

Record 2
{"formula": "C31H17AlAsCl4N2O10", "method": "ωB97M-V/def2-TZVPD", "species": ["Al", "O", "C", "O", "C", "C", "C", "C", "C", "C", "O", "N", "O", "O", "N", "O", "O", "H", "H", "Cl", "C", "C", "Cl", "C", "Cl", "C", "O", "C", "O", "C", "Cl", "O", "As", "C", "C", "C", "C", "C", "C", "C", "C", "C", "C", "C", "C", "C", "C", "C", "C", "C", "C", "H", "H", "H", "H", "H", "H", "H", "H", "H", "H", "H", "H", "H", "H", "H"], "xyz": [[-1.265, 0.275, 1.187], [0.679, 3.176, 2.917], [-0.186, 2.590, 2.304], [-0.206, 1.289, 2.160], [-1.311, 3.372, 1.658], [-1.307, 4.739, 1.867], [-2.297, 5.540, 1.329], [-3.312, 5.003, 0.556], [-3.296, 3.651, 0.322], [-2.333, 2.773, 0.875], [-2.443, 1.495, 0.667], [-4.337, 3.124, -0.568], [-5.475, 3.520, -0.385], [-3.996, 2.375, -1.456], [-2.276, 6.980, 1.566], [-1.376, 7.434, 2.247], [-3.166, 7.651, 1.073], [-0.514, 5.164, 2.465], [-4.088, 5.626, 0.139], [-2.425, -6.518, 0.060], [-2.266, -4.907, 0.688], [-3.392, -4.120, 0.868], [-4.956, -4.751, 0.481], [-3.284, -2.822, 1.352], [-4.660, -1.793, 1.541], [-2.019, -2.310, 1.664], [-1.875, -1.054, 2.098], [-0.910, -3.125, 1.504], [0.327, -2.548, 1.860], [-0.963, -4.439, 0.991], [1.713, -4.640, 1.157], [-0.498, -0.295, -0.288], [1.083, -0.703, -0.757], [1.115, -0.426, -2.643], [-0.083, -0.200, -3.308], [-0.070, -0.004, -4.682], [1.130, -0.036, -5.378], [2.326, -0.259, -4.707], [2.322, -0.451, -3.334], [1.496, -2.441, -0.310], [1.378, -2.811, 1.045], [0.166, -5.236, 0.712], [2.839, -5.547, 1.750], [2.334, -4.614, -0.584], [2.157, -3.407, -1.144], [2.208, 0.609, 0.059], [2.273, 1.883, -0.498], [2.990, 2.874, 0.153], [3.628, 2.592, 1.353], [3.564, 1.319, 1.899], [2.854, 0.318, 1.253], [-1.011, -0.173, -2.750], [-0.999, 0.175, -5.207], [1.136, 0.117, -6.449], [3.261, -0.278, -5.252], [3.254, -0.611, -2.803], [1.256, -4.528, 2.524], [0.218, -6.179, 0.201], [3.723, -5.586, 2.350], [2.904, -5.456, -0.942], [2.474, -3.178, -2.155], [1.757, 2.104, -1.426], [3.033, 3.872, -0.265], [4.161, 3.375, 1.876], [4.048, 1.108, 2.843], [2.788, -0.676, 1.679]], "mulliken_charge": [-0.86, -0.70, 0.56, -0.10, 0.69, -0.72, -0.35, -0.55, -0.02, 0.49, -0.29, 0.99, -0.60, -0.55, 1.03, -0.63, -0.65, 0.64, 0.58, -0.27, 0.12, 0.33, -0.23, 0.41, -0.21, 0.39, -0.48, 0.35, -0.44, 0.72, 0.19, 0.47, 1.95, -0.33, -0.34, -0.71, -0.40, -0.72, -0.19, 1.02, -1.68, -1.43, -0.64, -1.08, -0.58, 0.15, -0.64, -0.70, -0.47, -0.70, 0.07, 0.47, 0.42, 0.37, 0.39, 0.46, 0.24, 0.34, 0.38, 0.54, 0.49, 0.43, 0.40, 0.37, 0.40, 0.40], "total_charge": -1, "homo_lumo_gap_ha": [0.21204, 0.19467], "molar_mass_da": 821.20, "e_homo_ev": [-4.172, -3.698], "lumo_ha": [0.0587, 0.0588], "de_lowest_kcal_mol": 418.0, "e_tot_ev": -173390.09273, "fmax_ev_per_a": 2.212}